(1)
{
  "formula": "C20H17Br2F4N3OPd",
  "method": "wB97M-V/def2-TZVPD",
  "elements": ["Pd", "C", "N", "C", "C", "C", "N", "C", "C", "F", "C", "F", "C", "C", "F", "C", "F", "H", "H", "H", "H", "H", "H", "H", "H", "H", "H", "H", "C", "C", "C", "C", "C", "C", "Br", "C", "C", "Br", "C", "O", "C", "N", "H", "H", "H", "H", "H", "H"],
  "positions_angstrom": [[-0.41499, 0.16779, 0.41653], [2.33369, -1.27574, -0.10698], [1.76625, -0.00026, 0.36399], [2.12360, 1.09499, -0.56823], [2.17435, 0.32329, 1.74976], [1.40861, -0.49763, 2.76171], [-0.02389, -0.36003, 2.47728], [-0.96168, -0.56498, 3.39897], [-2.30826, -0.17627, 3.12342], [-2.58711, 0.43667, 1.96076], [-3.31346, -0.35977, 4.03059], [-4.53818, 0.04148, 3.72472], [-3.06411, -0.95115, 5.26684], [-1.77457, -1.35888, 5.56787], [-1.51587, -1.94554, 6.72215], [-0.74479, -1.17920, 4.67563], [0.45588, -1.64032, 4.99504], [3.42213, -1.19369, -0.15955], [1.94814, -1.50140, -1.09865], [2.07297, -2.07938, 0.57573], [3.20115, 1.27980, -0.54853], [1.61877, 2.01499, -0.27384], [1.83070, 0.82027, -1.57829], [1.98353, 1.38458, 1.91217], [3.24895, 0.15824, 1.86524], [1.65936, -0.15014, 3.76149], [1.68878, -1.55314, 2.71080], [-3.86483, -1.09173, 5.98226], [-0.79571, -3.28478, 0.72188], [-1.92938, -2.63062, 0.00036], [-3.10149, -3.34374, -0.30028], [-4.14349, -2.72474, -0.93482], [-4.02628, -1.37215, -1.29908], [-5.04576, -0.61844, -1.98765], [-6.65801, -1.41435, -2.40401], [-4.84966, 0.70484, -2.35210], [-3.66112, 1.34801, -2.05943], [-3.39040, 3.10156, -2.55909], [-2.60940, 0.66469, -1.36394], [-1.51182, 1.22063, -1.09472], [-2.83653, -0.72987, -0.98369], [-1.81636, -1.35047, -0.34094], [-0.80830, -4.36192, 0.57027], [-0.87739, -3.10092, 1.79708], [0.15400, -2.89017, 0.37134], [-3.16723, -4.38757, -0.02544], [-5.05043, -3.26897, -1.16202], [-5.63215, 1.23921, -2.87248]],
  "mulliken_charge": [0.459, -1.236, 0.325, -0.908, -0.979, -0.794, 0.455, -0.446, 0.347, -0.242, 0.177, -0.263, -0.378, 0.028, -0.252, 0.902, -0.271, 0.340, 0.349, 0.385, 0.397, 0.367, 0.340, 0.378, 0.376, 0.552, 0.475, 0.537, -1.105, 0.734, -1.040, -0.751, 1.270, -0.037, -0.053, -0.365, -0.296, 0.006, 1.021, -0.600, 0.099, -0.447, 0.542, 0.209, 0.009, 0.487, 0.422, 0.474],
  "e_homo_ev": [-14.3, -15.3],
  "gap_ha": [0.2818, 0.2417],
  "e_tot_ha": -6686.5664,
  "charge": 2,
  "s2": 6.077,
  "spin_multiplicity": 5
}

***

(2)
{
  "formula": "C20H17BrClN4ReS2",
  "method": "wB97M-V/def2-TZVPD",
  "elements": ["Re", "N", "C", "N", "C", "C", "S", "C", "C", "S", "C", "N", "N", "H", "H", "H", "H", "H", "H", "Br", "Cl", "C", "C", "C", "C", "C", "C", "C", "C", "C", "C", "C", "C", "C", "C", "H", "H", "H", "H", "H", "H", "H", "H", "H", "H", "H"],
  "positions_angstrom": [[0.84609, 0.09691, 0.37309], [3.93894, 1.78675, 1.03351], [4.02777, 0.50318, 0.65387], [2.98974, -0.27899, 0.39778], [3.40552, -1.55910, 0.02710], [4.72946, -1.75467, 0.01780], [5.53821, -0.29983, 0.47925], [2.30562, -2.46505, -0.24328], [2.30778, -3.77196, -0.51128], [0.69432, -4.38892, -0.54381], [0.07930, -2.83402, -0.14696], [1.02293, -1.88919, -0.11305], [-1.19963, -2.63201, 0.12496], [3.07792, 2.28164, 0.88099], [4.77227, 2.34360, 1.11787], [5.28393, -2.65290, -0.21906], [3.15694, -4.42423, -0.65819], [-1.84647, -3.39919, 0.16295], [-1.49894, -1.74418, 0.49769], [0.65569, -0.72236, 2.66296], [1.43829, 1.72961, -1.12861], [-2.44066, -2.21350, -3.49735], [-1.30349, -1.42582, -3.38672], [-1.17889, -0.52140, -2.34232], [-2.18530, -0.39941, -1.38058], [-3.34721, -1.16273, -1.53599], [-3.47003, -2.07213, -2.57421], [-2.10158, 0.49763, -0.21959], [-1.02017, 0.98868, 0.43535], [-1.15049, 2.20699, 1.28913], [-0.13103, 2.58706, 2.16123], [-0.20734, 3.75630, 2.90540], [-1.31993, 4.57414, 2.79254], [-2.33836, 4.22384, 1.91741], [-2.24739, 3.06375, 1.16423], [-2.54077, -2.91072, -4.31982], [-0.51811, -1.49378, -4.13040], [-0.31698, 0.12314, -2.31945], [-4.15464, -1.04959, -0.81916], [-4.37495, -2.66039, -2.67011], [-3.08429, 0.79637, 0.14615], [0.73620, 1.94906, 2.30440], [0.59724, 4.01777, 3.58228], [-1.39019, 5.48412, 3.37560], [-3.20347, 4.86736, 1.80487], [-3.03385, 2.84817, 0.45153]],
  "mulliken_charge": [-0.269, -0.343, 0.627, -0.030, -0.189, -0.187, -0.179, -0.407, -0.245, -0.195, 0.300, 0.379, -0.128, 0.104, 0.238, 0.433, 0.464, 0.233, 0.177, -0.292, -0.417, -0.469, -0.819, -0.070, 0.529, -0.453, -0.572, -1.001, 1.362, 0.808, 0.157, -1.065, -0.410, -0.820, -0.529, 0.432, 0.458, 0.591, 0.399, 0.422, 0.280, 0.188, 0.402, 0.398, 0.384, 0.320],
  "e_homo_ev": [-10.8, -10.8],
  "gap_ha": [0.2161, 0.2268],
  "relative_energy_kj_mol": 76.7,
  "e_tot_ha": -4900.0533,
  "charge": 1,
  "s2": 1.242,
  "spin_multiplicity": 2
}

***

What did the second record say?
{
  "formula": "C20H17BrClN4ReS2",
  "method": "wB97M-V/def2-TZVPD",
  "elements": ["Re", "N", "C", "N", "C", "C", "S", "C", "C", "S", "C", "N", "N", "H", "H", "H", "H", "H", "H", "Br", "Cl", "C", "C", "C", "C", "C", "C", "C", "C", "C", "C", "C", "C", "C", "C", "H", "H", "H", "H", "H", "H", "H", "H", "H", "H", "H"],
  "positions_angstrom": [[0.84609, 0.09691, 0.37309], [3.93894, 1.78675, 1.03351], [4.02777, 0.50318, 0.65387], [2.98974, -0.27899, 0.39778], [3.40552, -1.55910, 0.02710], [4.72946, -1.75467, 0.01780], [5.53821, -0.29983, 0.47925], [2.30562, -2.46505, -0.24328], [2.30778, -3.77196, -0.51128], [0.69432, -4.38892, -0.54381], [0.07930, -2.83402, -0.14696], [1.02293, -1.88919, -0.11305], [-1.19963, -2.63201, 0.12496], [3.07792, 2.28164, 0.88099], [4.77227, 2.34360, 1.11787], [5.28393, -2.65290, -0.21906], [3.15694, -4.42423, -0.65819], [-1.84647, -3.39919, 0.16295], [-1.49894, -1.74418, 0.49769], [0.65569, -0.72236, 2.66296], [1.43829, 1.72961, -1.12861], [-2.44066, -2.21350, -3.49735], [-1.30349, -1.42582, -3.38672], [-1.17889, -0.52140, -2.34232], [-2.18530, -0.39941, -1.38058], [-3.34721, -1.16273, -1.53599], [-3.47003, -2.07213, -2.57421], [-2.10158, 0.49763, -0.21959], [-1.02017, 0.98868, 0.43535], [-1.15049, 2.20699, 1.28913], [-0.13103, 2.58706, 2.16123], [-0.20734, 3.75630, 2.90540], [-1.31993, 4.57414, 2.79254], [-2.33836, 4.22384, 1.91741], [-2.24739, 3.06375, 1.16423], [-2.54077, -2.91072, -4.31982], [-0.51811, -1.49378, -4.13040], [-0.31698, 0.12314, -2.31945], [-4.15464, -1.04959, -0.81916], [-4.37495, -2.66039, -2.67011], [-3.08429, 0.79637, 0.14615], [0.73620, 1.94906, 2.30440], [0.59724, 4.01777, 3.58228], [-1.39019, 5.48412, 3.37560], [-3.20347, 4.86736, 1.80487], [-3.03385, 2.84817, 0.45153]],
  "mulliken_charge": [-0.269, -0.343, 0.627, -0.030, -0.189, -0.187, -0.179, -0.407, -0.245, -0.195, 0.300, 0.379, -0.128, 0.104, 0.238, 0.433, 0.464, 0.233, 0.177, -0.292, -0.417, -0.469, -0.819, -0.070, 0.529, -0.453, -0.572, -1.001, 1.362, 0.808, 0.157, -1.065, -0.410, -0.820, -0.529, 0.432, 0.458, 0.591, 0.399, 0.422, 0.280, 0.188, 0.402, 0.398, 0.384, 0.320],
  "e_homo_ev": [-10.8, -10.8],
  "gap_ha": [0.2161, 0.2268],
  "relative_energy_kj_mol": 76.7,
  "e_tot_ha": -4900.0533,
  "charge": 1,
  "s2": 1.242,
  "spin_multiplicity": 2
}